[1]
The following is a DFT calculation (wB97M-V/def2-TZVPD) of a molecular structure, C37H51BrN2P2PbS.

The geometry in XYZ format:
```
95
Properties=species:S:1:pos:R:3:lowdin_charge:R:1
N -3.227 -5.444 -4.512 0.1575
C -3.636 -5.546 -3.242 -0.0388
C -3.522 -4.484 -2.334 0.0566
C -2.918 -3.280 -2.753 -0.1674
C -2.578 -3.172 -4.131 0.0533
C -2.719 -4.295 -4.953 -0.0521
C -2.528 -2.250 -1.787 -0.1540
Pb -3.254 -0.304 -0.550 1.5090
P -2.055 3.994 0.183 1.0695
C -1.968 -1.003 -2.254 -0.3535
C -0.575 -0.650 -2.036 -0.1882
C -0.050 0.520 -2.628 0.0004
C 1.200 0.956 -2.328 -0.0731
C 1.932 0.363 -1.183 -0.7731
C 1.502 -1.022 -0.872 -0.1000
C 0.292 -1.482 -1.289 -0.0141
Br 1.460 1.393 0.443 0.9859
H -2.321 -2.634 -0.773 0.0902
H -2.449 -0.505 -3.112 0.1369
H -3.844 -4.631 -1.300 0.1398
H -2.130 -2.274 -4.550 0.1265
H -4.047 -6.511 -2.937 0.1442
H -2.393 -4.250 -5.998 0.1444
H -0.691 1.067 -3.330 0.1536
H -0.034 -2.492 -1.010 0.1431
H 1.608 1.834 -2.819 0.1177
H 2.104 -1.589 -0.160 0.1295
P 3.789 0.398 -1.469 1.0054
C -3.091 2.514 0.201 -0.5576
C -4.553 2.853 0.521 -0.1407
H -2.645 1.831 0.943 0.0360
H -2.989 2.142 -0.838 0.0118
H -5.125 1.957 0.807 0.0645
H -4.621 3.576 1.349 0.0925
H -5.039 3.297 -0.362 0.0991
C -0.907 3.829 -1.246 -0.4407
C -0.182 5.143 -1.566 -0.1293
H -1.518 3.513 -2.104 0.0782
H -0.191 3.030 -1.003 -0.0017
H 0.217 5.110 -2.587 0.0802
H -0.868 5.998 -1.504 0.0849
H 0.663 5.321 -0.886 0.0791
C -0.862 3.812 1.579 -0.4317
C -0.869 4.984 2.561 -0.1330
H 0.138 3.695 1.138 0.0132
H -1.092 2.872 2.099 0.0604
H -0.029 4.886 3.259 0.0838
H -0.771 5.946 2.043 0.0819
H -1.795 5.000 3.151 0.0848
C 4.645 0.323 0.131 -0.3389
C 6.138 -0.010 0.035 -0.0915
H 4.105 -0.397 0.767 0.0889
H 4.490 1.308 0.599 0.0910
H 6.316 -1.089 -0.058 0.0845
H 6.636 0.493 -0.806 0.0894
H 6.632 0.327 0.955 0.1035
C 4.153 1.985 -2.257 -0.3047
C 4.150 1.976 -3.789 -0.1018
H 5.138 2.301 -1.878 0.1194
H 3.406 2.695 -1.867 0.0976
H 4.971 1.365 -4.188 0.0932
H 3.199 1.604 -4.195 0.0702
H 4.291 3.004 -4.151 0.1069
C 4.299 -0.976 -2.532 -0.2928
C 4.263 -2.379 -1.918 -0.0998
H 5.315 -0.740 -2.898 0.1224
H 3.635 -0.936 -3.412 0.1118
H 3.239 -2.775 -1.913 0.0684
H 4.876 -3.058 -2.528 0.1089
H 4.654 -2.408 -0.891 0.0753
N -1.680 -0.722 1.012 -0.4599
S -1.448 -2.048 1.970 1.0867
C 0.060 -1.648 2.831 -0.4420
C 1.050 -2.640 2.930 -0.0747
C 2.220 -2.371 3.636 -0.0365
C 2.419 -1.107 4.203 -0.0263
C 1.450 -0.116 4.064 -0.0464
C 0.248 -0.388 3.401 -0.1049
C -2.664 -1.908 3.276 -0.3929
C -3.994 -1.586 2.973 -0.0994
C -4.902 -1.369 4.014 -0.0358
C -4.502 -1.542 5.344 -0.0144
C -3.196 -1.951 5.638 -0.0171
C -2.280 -2.144 4.604 -0.0591
H -0.821 -0.176 0.898 -0.0405
H 0.863 -3.608 2.463 0.1195
H 2.970 -3.154 3.741 0.1291
H 3.338 -0.901 4.755 0.1324
H 1.614 0.879 4.480 0.1277
H -0.538 0.363 3.337 0.1180
H -4.310 -1.493 1.929 0.0584
H -5.923 -1.074 3.778 0.1265
H -5.209 -1.366 6.155 0.1335
H -2.878 -2.114 6.669 0.1340
H -1.257 -2.448 4.819 0.1172
```

Its spin multiplicity is 1. As for the net charge: +4. The highest occupied orbital energy (spin up / spin down) is -17.488 / -17.493 eV.



[2]
The following is a DFT calculation (wB97M-V/def2-TZVPD) of a molecular structure, C37H52AsN9SY.

The geometry in XYZ format:
```
101
Properties=species:S:1:pos:R:3:lowdin_charge:R:1
Y 0.151 -0.690 1.971 1.3239
N 0.451 -3.179 1.365 -0.0628
C 1.736 -3.845 1.597 -0.2213
C 2.070 -3.757 3.076 -0.1749
N 2.100 -2.377 3.587 -0.1821
C 3.451 -1.807 3.481 -0.1771
C 3.709 -1.134 2.146 -0.2017
N 2.697 -0.088 1.938 -0.0111
C 1.623 -2.324 4.978 -0.1884
C 1.241 -0.921 5.418 -0.2308
N 0.157 -0.413 4.570 -0.0673
H 0.172 -3.248 0.389 0.0546
H -0.285 -3.656 1.887 0.0218
H 1.712 -4.902 1.308 0.1279
H 2.492 -3.362 0.980 0.0837
H 1.308 -4.309 3.631 0.1232
H 3.024 -4.266 3.265 0.1291
H 3.573 -1.053 4.262 0.1111
H 4.214 -2.573 3.673 0.1306
H 4.725 -0.724 2.141 0.1283
H 3.648 -1.830 1.311 0.0972
H 2.873 0.668 2.590 0.0489
H 2.824 0.307 1.004 0.0529
H 0.734 -2.954 5.049 0.1201
H 2.367 -2.739 5.674 0.1364
H 0.960 -0.955 6.476 0.1244
H 2.089 -0.236 5.343 0.1010
H -0.694 -0.957 4.731 0.0089
H -0.077 0.544 4.825 0.0839
N -4.455 -1.777 1.995 0.0973
C -3.264 -1.207 2.255 -0.8762
S -2.057 -2.217 3.001 0.5739
N -3.145 0.049 1.898 -0.0004
N -1.903 0.585 2.120 -0.1341
C -1.826 1.836 1.834 -0.1504
C -0.615 2.606 2.116 -0.2930
C -0.644 3.992 1.988 -0.0057
C 0.448 4.727 2.410 -0.0304
C 1.521 4.057 2.976 -0.0358
C 1.475 2.674 3.036 -0.1342
N 0.456 1.940 2.587 0.0515
H -4.651 -2.706 2.321 0.0879
H -5.180 -1.216 1.581 0.1080
H -2.716 2.356 1.481 0.1312
H -1.521 4.471 1.579 0.1241
H 0.452 5.805 2.324 0.1204
H 2.379 4.586 3.362 0.1134
H 2.300 2.142 3.491 0.0975
C 1.822 2.430 -6.507 -0.0435
C 1.207 2.052 -5.190 -0.2581
C 0.696 0.782 -4.971 -0.0038
C 0.125 0.414 -3.759 -0.2444
C -0.412 -0.982 -3.629 -0.0320
C 0.067 1.347 -2.714 -0.2929
As -0.721 0.963 -0.957 1.3343
N 0.310 -0.468 -0.263 -0.3700
C 1.572 -0.613 -0.868 -0.4584
C 2.437 0.473 -1.097 -0.1057
C 3.689 0.300 -1.662 -0.0716
C 4.136 -0.967 -2.014 -0.0906
C 3.298 -2.051 -1.810 -0.0816
C 2.037 -1.875 -1.256 -0.0809
C -2.474 0.225 -1.475 -0.2879
C -2.941 -1.088 -1.362 -0.2854
C -2.096 -2.265 -0.950 -0.0655
C -4.274 -1.363 -1.658 -0.0251
C -5.164 -0.385 -2.069 -0.2655
C -6.586 -0.720 -2.420 -0.0465
C -4.682 0.910 -2.189 -0.0116
C -3.361 1.229 -1.902 -0.2824
C -2.933 2.662 -2.098 -0.0741
C 0.581 2.637 -2.919 -0.3031
C 0.577 3.733 -1.879 -0.0857
C 1.137 2.966 -4.151 -0.0171
H 1.769 1.608 -7.218 0.0757
H 2.870 2.704 -6.383 0.0838
H 1.311 3.289 -6.944 0.0842
H 0.741 0.050 -5.768 0.1159
H -0.099 -1.586 -4.478 0.0866
H -1.502 -0.985 -3.588 0.0854
H -0.047 -1.461 -2.721 0.0380
H 2.110 1.473 -0.825 0.1005
H 4.317 1.164 -1.833 0.1089
H 5.112 -1.102 -2.460 0.1021
H 3.614 -3.043 -2.105 0.1074
H 1.375 -2.726 -1.163 0.0950
H -1.067 -2.171 -1.285 0.0242
H -2.524 -3.180 -1.360 0.0889
H -2.082 -2.375 0.138 0.0327
H -4.617 -2.388 -1.577 0.1175
H -6.911 -1.635 -1.927 0.0751
H -6.694 -0.869 -3.496 0.0866
H -7.263 0.084 -2.133 0.0789
H -5.350 1.698 -2.517 0.1178
H -3.804 3.290 -2.278 0.0801
H -2.259 2.765 -2.953 0.0813
H -2.405 3.062 -1.227 0.0452
H 0.376 3.371 -0.870 0.0120
H -0.184 4.480 -2.116 0.0855
H 1.540 4.247 -1.874 0.0810
H 1.532 3.965 -4.295 0.1237
```

Its spin multiplicity is 1. As for the net charge: +1. The highest occupied orbital energy is -9.303 eV.



[3]
The following is a DFT calculation (wB97M-V/def2-TZVPD) of 9 unconnected molecules or ions with the total composition C37H52F8O17.

The geometry in XYZ format:
```
114
Properties=species:S:1:pos:R:3:lowdin_charge:R:1
F -13.071 10.396 4.880 0.0924
C -13.347 10.220 6.196 -0.2391
F -12.217 9.649 6.775 0.0551
C -13.664 11.522 6.935 -0.4319
F -12.535 12.134 7.332 0.1414
F -14.353 11.167 8.061 0.1120
C -14.546 12.441 6.093 -0.0682
O -15.635 11.701 5.612 0.0189
C -16.621 12.435 4.952 -0.5386
F -17.253 13.220 5.815 0.1792
F -16.010 13.130 3.987 0.1719
C -17.566 11.377 4.321 -0.2539
F -18.245 11.978 3.308 0.0862
F -16.781 10.430 3.755 0.0916
H -14.127 9.477 6.387 0.1768
H -13.943 12.848 5.274 0.0991
H -14.815 13.317 6.691 0.1607
H -18.291 10.918 4.992 0.1731
O -12.754 14.202 4.385 0.1017
C -12.656 13.408 3.494 -0.4916
C -11.499 12.482 3.228 -0.0839
C -11.799 11.968 1.808 -0.1281
C -13.307 12.156 1.683 -0.1347
O -13.613 13.254 2.554 0.0260
H -10.541 12.983 3.283 0.1167
H -11.542 11.606 3.878 0.0938
H -11.247 12.678 1.188 0.1223
H -11.526 10.938 1.604 0.1204
H -13.700 12.298 0.680 0.1278
H -13.829 11.299 2.123 0.1250
O -4.004 11.276 11.479 0.1060
C -5.156 10.937 11.540 -0.4988
C -5.890 10.080 10.523 -0.0542
C -7.325 10.505 10.858 -0.1627
C -7.295 10.929 12.313 -0.1439
O -5.937 11.287 12.568 0.0424
H -5.596 10.347 9.514 0.1131
H -5.738 9.017 10.709 0.1282
H -7.648 11.299 10.181 0.0996
H -8.098 9.741 10.742 0.1178
H -7.970 11.768 12.479 0.1252
H -7.511 10.088 12.978 0.1287
O -8.781 11.143 3.171 0.1107
C -8.587 10.688 4.263 -0.4830
C -9.619 10.263 5.288 -0.0788
C -8.774 9.693 6.422 -0.1437
C -7.359 10.172 6.147 -0.1555
O -7.357 10.536 4.770 0.0451
H -10.161 11.167 5.577 0.1064
H -10.342 9.536 4.932 0.1202
H -9.050 9.988 7.434 0.1112
H -8.801 8.603 6.374 0.1180
H -7.156 10.987 6.844 0.1033
H -6.645 9.368 6.318 0.1262
O -9.956 12.429 9.147 0.1055
C -9.696 13.137 8.218 -0.4654
C -10.371 14.443 7.826 -0.0420
C -10.037 14.525 6.334 -0.1238
C -8.653 13.888 6.311 -0.1358
O -8.732 12.862 7.311 0.0009
H -11.419 14.479 8.102 0.1175
H -9.759 15.208 8.321 0.1246
H -10.760 14.029 5.688 0.0878
H -9.980 15.561 5.993 0.1075
H -8.490 13.503 5.303 0.1258
H -7.894 14.617 6.591 0.1083
O -5.631 19.653 4.980 0.1272
C -5.828 18.613 4.437 -0.4891
C -6.815 18.323 3.316 -0.0874
C -7.115 16.873 3.487 -0.1596
C -5.829 16.341 4.098 -0.1465
O -5.233 17.449 4.799 0.0389
H -7.628 19.043 3.338 0.1178
H -6.268 18.504 2.383 0.1371
H -7.982 16.753 4.144 0.1107
H -7.363 16.344 2.567 0.1208
H -5.983 15.476 4.745 0.1027
H -5.142 15.935 3.352 0.1280
O -8.204 17.322 8.493 0.1350
C -8.784 18.024 7.725 -0.4594
C -8.363 19.341 7.072 -0.0413
C -9.551 19.613 6.132 -0.1353
C -10.686 18.722 6.616 -0.1492
O -10.072 17.711 7.431 -0.0027
H -8.268 20.066 7.881 0.1335
H -7.388 19.290 6.599 0.0981
H -9.806 20.666 6.231 0.1153
H -9.250 19.323 5.126 0.0967
H -11.440 19.220 7.229 0.1246
H -11.242 18.270 5.794 0.1195
O -6.119 16.045 10.784 0.1532
C -5.644 15.389 9.916 -0.4513
C -4.353 14.616 9.901 -0.0624
C -4.209 14.094 8.469 -0.1301
C -5.612 14.315 7.857 -0.1863
O -6.301 15.176 8.725 0.0059
H -3.501 15.234 10.184 0.1283
H -4.327 13.769 10.587 0.1096
H -3.503 14.670 7.872 0.1084
H -3.866 13.060 8.476 0.1083
H -5.442 14.676 6.841 0.1034
H -6.173 13.381 7.766 0.1055
O -9.269 16.565 11.146 0.1419
C -10.270 15.923 11.126 -0.4796
C -10.433 14.508 11.600 -0.0615
C -11.866 14.166 11.206 -0.1583
C -12.516 15.476 10.765 -0.1573
O -11.438 16.414 10.604 0.0126
H -9.786 13.820 11.063 0.1022
H -10.378 14.422 12.683 0.1286
H -11.906 13.486 10.354 0.0893
H -12.432 13.699 12.012 0.1119
H -13.006 15.347 9.800 0.1093
H -13.247 15.849 11.483 0.1186
```

Its spin multiplicity is 1. The highest occupied orbital energy is -9.486 eV.



[4]
The following is a DFT calculation (wB97M-V/def2-TZVPD) of a molecular structure, C37H53ClN8ORuTe.

The geometry in XYZ format:
```
102
Properties=species:S:1:pos:R:3:lowdin_spin:R:1
Ru 0.141 0.185 -0.116 0.7368
C -1.786 -3.377 -3.335 0.0002
N -2.373 -2.758 -2.147 0.0031
C -3.669 -3.298 -1.708 0.0003
C -4.007 -2.456 -0.488 0.0003
N -2.735 -1.789 -0.207 0.0006
C -2.610 -0.962 0.962 0.0115
C -1.842 -1.950 -1.210 0.0020
N -0.633 -1.364 -1.232 0.0192
C 0.235 -1.505 -2.402 0.0077
C 1.653 -1.327 -1.983 0.0045
N 1.753 -0.025 -1.324 0.0274
C 2.927 0.611 -1.170 0.0047
N 3.004 1.857 -0.652 0.0070
C 1.902 2.574 -0.061 0.0176
C 4.391 2.228 -0.369 0.0008
C 5.160 1.204 -1.192 0.0004
N 4.161 0.152 -1.433 0.0035
C 4.592 -0.993 -2.233 0.0003
H -2.578 -3.936 -3.827 0.0000
H -0.994 -4.083 -3.084 0.0001
H -1.423 -2.639 -4.044 0.0001
H -3.569 -4.358 -1.469 0.0002
H -4.403 -3.196 -2.504 -0.0001
H -4.325 -3.058 0.360 0.0000
H -4.782 -1.717 -0.699 0.0000
H -3.603 -0.796 1.377 0.0012
H -2.200 0.023 0.721 0.0060
H -1.991 -1.428 1.725 0.0003
H -0.015 -0.745 -3.150 -0.0001
H 0.160 -2.473 -2.884 0.0007
H 2.267 -1.393 -2.879 0.0013
H 1.948 -2.132 -1.301 0.0000
H 1.126 2.756 -0.799 0.0003
H 2.257 3.540 0.292 0.0020
H 1.488 2.046 0.816 0.0095
H 4.601 2.146 0.701 0.0004
H 4.592 3.249 -0.684 0.0001
H 6.014 0.790 -0.661 0.0001
H 5.510 1.614 -2.141 0.0002
H 5.652 -1.143 -2.036 0.0000
H 4.474 -0.810 -3.302 0.0002
H 4.072 -1.901 -1.952 0.0000
Cl -2.614 5.064 0.324 -0.0001
C -2.156 3.766 -0.689 0.0004
C -2.424 3.776 -2.050 0.0018
C -2.022 2.694 -2.815 0.0003
C -1.353 1.647 -2.212 0.0057
N -1.097 1.645 -0.894 0.0105
C -1.493 2.683 -0.144 0.0060
H -2.938 4.616 -2.499 0.0001
H -2.216 2.667 -3.878 -0.0001
H -1.012 0.796 -2.778 0.0009
H -1.280 2.647 0.913 0.0016
C -0.733 1.481 3.371 0.0025
C -0.144 0.177 2.943 0.0189
O -0.167 -0.787 3.881 0.0078
N 0.412 -0.084 1.823 0.0767
Te 0.867 -2.318 3.084 -0.0016
C 0.463 -3.764 4.570 -0.0008
C 1.369 -4.832 4.522 -0.0001
C 2.556 -4.863 3.587 -0.0002
C 1.171 -5.896 5.392 0.0000
C 0.096 -5.937 6.267 -0.0001
C -0.117 -7.108 7.186 0.0000
C -0.805 -4.877 6.252 0.0000
C -0.668 -3.794 5.397 -0.0002
C -1.717 -2.712 5.424 0.0003
C 2.719 -1.599 3.713 -0.0003
C 2.978 -1.282 5.051 -0.0001
C 2.000 -1.402 6.192 -0.0001
C 4.258 -0.818 5.353 0.0000
C 5.248 -0.668 4.395 -0.0002
C 6.622 -0.185 4.762 0.0000
C 4.943 -0.993 3.071 0.0000
C 3.698 -1.469 2.709 -0.0002
C 3.452 -1.888 1.281 -0.0003
H -0.274 1.784 4.313 0.0005
H -1.803 1.370 3.559 -0.0004
H -0.556 2.244 2.622 0.0006
H 2.283 -4.571 2.563 -0.0001
H 2.961 -5.871 3.520 0.0000
H 3.357 -4.206 3.930 0.0000
H 1.872 -6.723 5.372 0.0000
H 0.591 -7.910 6.986 0.0000
H -1.130 -7.496 7.089 0.0000
H 0.005 -6.800 8.226 0.0000
H -1.658 -4.902 6.921 0.0000
H -2.621 -3.075 5.909 0.0000
H -1.983 -2.382 4.419 0.0001
H -1.373 -1.838 5.980 0.0001
H 0.974 -1.543 5.872 0.0000
H 2.040 -0.502 6.805 0.0000
H 2.274 -2.243 6.832 0.0000
H 4.480 -0.565 6.384 0.0000
H 6.713 -0.019 5.833 0.0000
H 6.851 0.751 4.250 0.0000
H 7.374 -0.914 4.459 0.0000
H 5.712 -0.891 2.312 0.0000
H 4.248 -1.518 0.637 0.0000
H 2.503 -1.498 0.902 0.0000
H 3.445 -2.977 1.189 0.0000
```

Its spin multiplicity is 2. As for the net charge: +3. The highest occupied orbital energy (spin up / spin down) is -15.327 / -15.322 eV. Its expectation value of S² is 0.76.



Energy relative to the best compared isomer or geometry (same formula, charge and spin), record by record: 195.91, 41.51, 127.04, 94.21 kJ/mol